Formula: C20H23N4O3STc
Source: the Open Molecules 2025 dataset
Level of theory: ωB97M-V/def2-TZVPD

The LUMO energy (alpha / beta) is -4.766 / -4.464 eV. For the HOMO energy (alpha / beta), the calculation gives -10.29 / -10.27 eV. Its HOMO-LUMO gap (alpha / beta) is 5.52 / 5.81 eV. The total energy is -1699.4268 Eh. The relative energy (zero: lowest compared OMol25 entry of this formula, charge and spin) comes out at 43.90 kcal/mol.

Geometry as ORCA input:
```
! RIJCOSX wB97M-V def2-TZVPD def2/J DEFGRID3
* xyz 1 2
C -1.168 -1.193 -2.122
C -4.498 -1.581 -0.164
C 0.438 -1.052 2.616
N -0.747 1.536 -1.198
O -0.666 -1.190 -0.924
N -3.251 -1.671 0.575
C -2.406 -0.175 -3.965
H -4.271 -2.576 -2.106
N -1.107 1.078 1.250
C -2.560 -1.401 -4.562
H -4.531 -0.658 -0.750
H -3.029 -1.058 1.340
C 1.076 -1.998 3.459
C -1.527 1.268 -2.204
C -2.651 -2.868 0.416
H -2.138 2.064 -2.625
H 2.003 -2.423 3.104
C -0.953 2.765 -0.470
C -0.786 -0.458 3.092
O 1.920 0.300 -0.948
O 0.985 -0.737 1.504
C -4.448 -2.835 -1.058
H -3.028 -4.459 -0.850
H -0.843 -3.286 -2.321
H 1.044 -3.096 5.276
C -1.974 -2.529 -3.984
H -2.059 -3.481 -4.485
H -2.239 -0.441 4.666
H -2.173 1.159 3.016
H 3.589 0.534 -2.086
H -5.360 -1.607 0.515
H -1.132 -2.171 6.016
N -3.324 -3.564 -0.508
H -1.566 3.101 1.594
C -1.301 -2.430 -2.789
H -1.521 3.505 -1.039
H -2.845 0.699 -4.422
C -1.410 0.634 2.439
H 2.045 0.405 -2.977
H 2.753 -1.039 -2.200
S -1.320 -3.396 1.249
C -1.320 -0.895 4.321
C -1.677 -0.025 -2.772
C -1.691 2.342 0.815
H 0.020 3.189 -0.207
H -2.762 2.218 0.611
C 0.525 -2.384 4.654
C 2.607 0.046 -2.101
Tc 0.299 0.308 -0.009
H -5.366 -3.425 -0.997
H -3.111 -1.492 -5.484
C -0.693 -1.845 5.085
*
```